No. 1
Entry from OMol25: the molecule C5H9NO (ωB97M-V/def2-TZVPD).

Atoms and positions in Å:
C1 -2.535797 -1.637011 -0.506544
C2 -0.837036 -0.524010 0.460147
N1 -1.211724 -1.750538 0.092955
O1 0.477324 -0.371435 0.382088
C3 0.770925 1.002277 0.532676
C4 1.625814 1.599399 -0.528178
C5 2.178941 1.299131 0.851403
H1 -3.016524 -0.819235 0.036931
H2 -2.448400 -1.308501 -1.549833
H3 -3.120894 -2.549315 -0.431863
H4 -0.532027 -2.435136 -0.248382
H5 -0.072519 1.547370 0.942305
H6 1.907036 0.939036 -1.343177
H7 1.441220 2.631128 -0.813987
H8 2.797293 0.413054 0.949334
H9 2.391061 2.108374 1.540302

Forces on atoms 1 to 2 (eV/Å):
-0.374 -0.250 -0.119
0.213 -0.302 -0.120

Results
* E_HOMO: -8.53 eV
* molar mass: 99.13 g/mol
* 2S+1: 1
* charge: 0
* total energy: -8865.442 eV



No. 2
Entry from OMol25: a cluster of 2 separate species, C5H9NO in total at a distorted geometry (ωB97M-V/def2-TZVPD).

Atoms and positions in Å:
C1 -1.036385 -1.727494 0.234922
C2 -0.474121 -0.523333 0.235253
C3 -1.147934 0.687671 -0.360921
O1 -0.309943 1.311962 -1.323740
C4 0.894700 -0.281857 0.838327
C5 0.840394 0.753865 1.879137
N1 0.752123 1.590160 2.673755
H1 -0.557005 -2.588002 0.695110
H2 -2.005624 -1.894967 -0.228309
H3 -2.081349 0.386178 -0.849106
H4 -1.404220 1.392975 0.441899
H5 -0.033746 2.171736 -0.988694
H6 1.585943 0.060220 0.059481
H7 1.304619 -1.201450 1.266529
H8 2.184612 -0.192319 -2.336416
H9 1.487934 0.054655 -2.237226

Forces on atoms 1 to 2 (eV/Å):
0.054 0.115 -0.018
-0.106 -0.186 -0.009

Results
* E_HOMO: -10.34 eV
* molar mass: 99.13 g/mol
* 2S+1: 1
* charge: 0
* total energy: -8866.541 eV
* SMILES: C=C(CO)CC#N.[H][H]



No. 3
Entry from OMol25: a cluster of 3 separate species, C5H9NO in total at a distorted geometry (ωB97M-V/def2-TZVPD).

Atoms and positions in Å:
C1 -0.726902 0.069003 -1.429034
C2 -0.901945 0.269287 -0.120066
C3 -1.333402 -0.830005 0.825149
C4 -0.818799 1.616228 0.386236
N1 -0.777777 2.701550 0.791256
H1 -0.893985 -0.916699 -1.853074
H2 -0.445777 0.865395 -2.110530
H3 -0.755283 -1.744799 0.653946
H4 -1.217736 -0.544073 1.873555
H5 -2.389653 -1.047640 0.648844
H6 1.139073 -0.678379 -1.973187
H7 1.724499 -0.765323 -1.523476
C5 1.711171 0.135342 0.871617
O1 2.348005 -0.698735 0.278157
H8 1.721260 1.205434 0.601029
H9 1.089960 -0.138220 1.742104

Forces on atoms 1 to 2 (eV/Å):
-0.382 0.138 0.184
-0.336 0.007 -0.316

Results
* E_HOMO: -10.18 eV
* molar mass: 99.13 g/mol
* 2S+1: 1
* charge: 0
* total energy: -8865.362 eV
* SMILES: C=C(C)C#N.[H][H].C=O



No. 4
Entry from OMol25: the molecule C5H9NO at a distorted geometry (ωB97M-V/def2-TZVPD).

Atoms and positions in Å:
C1 -1.482678 -0.467003 1.376983
O1 -0.973390 0.475889 0.455797
C2 0.144238 0.086479 -0.317106
C3 0.140077 1.017528 -1.528204
C4 1.446041 0.213362 0.481993
C5 0.006474 -1.319935 -0.792117
N1 -0.083101 -2.417199 -1.147601
H1 -2.001206 -1.283810 0.859114
H2 -0.701341 -0.894972 2.019573
H3 -2.196046 0.077327 1.998999
H4 0.196085 2.048815 -1.167733
H5 -0.789655 0.890164 -2.088428
H6 0.990442 0.814691 -2.185029
H7 2.306817 -0.060967 -0.135417
H8 1.441396 -0.433497 1.364168
H9 1.555847 1.253128 0.805007

Forces on atoms 1 to 2 (eV/Å):
-0.089 -0.168 0.198
-0.037 0.067 -0.074

Results
* E_HOMO: -10.50 eV
* molar mass: 99.13 g/mol
* 2S+1: 1
* charge: 0
* total energy: -8867.790 eV
* SMILES: COC(C)(C)C#N



No. 5
Entry from OMol25: the molecule C5H9NO at a distorted geometry (ωB97M-V/def2-TZVPD).

Atoms and positions in Å:
C1 1.004086 -1.268139 0.009776
C2 -0.276840 -0.684178 0.592923
O1 -0.094884 -0.274154 1.937606
C3 -0.771874 0.583048 -0.134559
C4 0.325455 1.618220 -0.406626
C5 -1.463332 0.210300 -1.377563
N1 -2.005160 -0.098139 -2.352359
H1 0.904312 -1.465800 -1.063015
H2 1.254968 -2.213875 0.503059
H3 1.838857 -0.578335 0.167196
H4 -1.081065 -1.433306 0.533607
H5 0.096566 -1.056465 2.468551
H6 -1.521012 1.025237 0.532960
H7 -0.113002 2.553600 -0.764022
H8 1.029085 1.262279 -1.164942
H9 0.873839 1.819708 0.517406

Forces on atoms 1 to 2 (eV/Å):
0.062 0.000 -0.013
-0.047 -0.104 -0.291

Results
* E_HOMO: -10.91 eV
* molar mass: 99.13 g/mol
* 2S+1: 1
* charge: 0
* total energy: -8868.269 eV
* SMILES: C[C@@H](O)[C@@H](C)C#N



No. 6
Entry from OMol25: the molecule C5H9NO (ωB97M-V/def2-TZVPD).

Atoms and positions in Å:
C1 -1.232284 -0.045573 -1.329121
C2 -0.962135 0.087565 0.169725
C3 -0.492332 1.487660 0.606096
O1 -0.885899 2.615983 0.438940
N1 0.613237 0.967360 1.218844
C4 0.372731 -0.420569 0.820122
C5 1.464635 -1.028548 -0.047326
H1 -0.844157 0.818708 -1.878282
H2 -2.308638 -0.083934 -1.517914
H3 -0.789090 -0.950098 -1.756696
H4 -1.826534 -0.243914 0.753556
H5 1.428716 1.419293 1.608778
H6 0.188254 -1.067385 1.687588
H7 1.462254 -0.625286 -1.064128
H8 1.366150 -2.117446 -0.103234
H9 2.445094 -0.813813 0.393048

Forces on atoms 1 to 2 (eV/Å):
0.007 -0.031 -0.062
-0.125 -0.036 -0.027

Results
* E_HOMO: -9.66 eV
* molar mass: 99.13 g/mol
* 2S+1: 1
* charge: 0
* total energy: -8868.394 eV
* SMILES: C[C@@H]1C(=O)N[C@@H]1C



No. 7
Entry from OMol25: a structure of composition C5H9NO at a distorted geometry (ωB97M-V/def2-TZVPD).

Atoms and positions in Å:
C1 -0.003607 1.394219 1.036022
C2 -0.330573 -0.032791 0.609203
O1 -1.214664 -0.590667 1.568520
C3 -1.076422 -0.189879 -0.711133
N1 -0.326746 -0.873185 -1.589336
C4 1.085067 -0.609370 -1.167953
C5 0.845152 -0.917397 0.252936
H1 0.618130 1.890257 0.282519
H2 0.548130 1.346982 1.978929
H3 -0.907480 1.991093 1.197901
H4 -1.022077 -1.541935 1.531530
H5 -0.829690 0.220326 -1.982371
H6 -2.165384 -0.262325 -0.763252
H7 1.328962 0.448765 -1.482759
H8 1.766728 -1.276609 -1.701448
H9 1.684474 -0.997482 0.940692

Forces on atoms 1 to 2 (eV/Å):
0.414 -0.093 0.069
-1.131 -0.302 -0.474

Results
* E_HOMO (alpha / beta): -6.52 / -8.47 eV
* molar mass: 99.13 g/mol
* 2S+1: 1
* charge: 0
* total energy: -8862.430 eV



No. 8
Entry from OMol25: the molecule C5H9NO (ωB97M-V/def2-TZVPD).

Atoms and positions in Å:
C1 0.968429 -0.387496 -1.685679
C2 -0.272651 -0.386124 -0.802318
C3 -0.300714 -1.432755 0.353740
C4 -0.293793 -0.293821 1.411712
C5 -0.321643 0.687338 0.265433
N1 -0.379831 1.946442 0.149644
O1 -0.415341 2.549938 1.407613
H1 0.988109 -1.276419 -2.326568
H2 1.879173 -0.388409 -1.075358
H3 0.992741 0.501301 -2.324421
H4 -1.176825 -0.400083 -1.422170
H5 -1.200479 -2.053088 0.370908
H6 0.577103 -2.085132 0.382544
H7 0.610073 -0.225619 2.026248
H8 -1.160891 -0.243349 2.077876
H9 -0.493460 3.487279 1.190796

Forces on atoms 1 to 2 (eV/Å):
0.053 0.020 -0.023
-0.032 0.030 -0.124

Results
* E_HOMO: -9.44 eV
* molar mass: 99.13 g/mol
* 2S+1: 1
* charge: 0
* total energy: -8866.325 eV
* SMILES: C[C@H]1CC/C1=N\O



No. 9
Entry from OMol25: a cluster of 2 separate species, C5H9NO in total (ωB97M-V/def2-TZVPD).

Atoms and positions in Å:
C1 -1.828789 0.015920 -0.943118
C2 -1.549699 0.002840 1.430072
N1 -2.095679 -0.364090 0.288442
H1 -2.827099 -1.074820 0.371062
H2 -2.332309 -0.444410 -1.761478
H3 -1.032589 0.716240 -1.116898
H4 -1.941239 -0.376340 2.351502
H5 -0.789719 0.767810 1.433852
C3 1.466261 -1.028170 0.149102
C4 1.888731 0.378200 0.170452
C5 2.086851 1.059150 -0.953848
O1 1.313401 -1.693640 -0.842648
H6 1.285531 -1.455900 1.150452
H7 2.017691 0.829990 1.144292
H8 2.393851 2.091470 -0.963088
H9 1.944801 0.575750 -1.908148

Forces on atoms 1 to 2 (eV/Å):
0.103 0.115 -0.316
0.386 0.245 0.758

Results
* E_HOMO: -6.79 eV
* molar mass: 99.13 g/mol
* 2S+1: 1
* charge: 0
* total energy: -8864.948 eV



No. 10
Entry from OMol25: the molecule C5H9NO (ωB97M-V/def2-TZVPD).

Atoms and positions in Å:
C1 -0.921845 0.561802 -1.070052
C2 0.216006 0.030179 -0.190902
C3 1.520759 -0.078342 -0.960116
N1 0.301517 0.697406 1.138872
C4 -0.556665 -0.318296 1.781972
C5 -0.246611 -1.210117 0.583226
O1 -0.276379 -2.385226 0.349989
H1 -1.202942 -0.168685 -1.835656
H2 -0.606320 1.482427 -1.575090
H3 -1.811285 0.787995 -0.470009
H4 1.810836 0.901184 -1.357800
H5 1.402277 -0.767387 -1.803870
H6 2.326699 -0.443103 -0.318046
H7 -0.074280 1.640563 1.156513
H8 -0.250495 -0.652789 2.776932
H9 -1.631272 -0.077610 1.794037

Forces on atoms 1 to 2 (eV/Å):
-0.065 0.038 -0.029
0.105 -0.051 -0.242

Results
* E_HOMO: -9.51 eV
* molar mass: 99.13 g/mol
* 2S+1: 1
* charge: 0
* total energy: -8867.632 eV
* SMILES: CC1(C)NCC1=O